No. 1
Computed, not measured: a 14-piece molecular cluster, C52H105N7O18 overall in a non-equilibrium geometry, with ωB97M-V with the def2-TZVPD basis set.

Its largest force on an atom is 4.31 eV/Å. The frontier orbital gap comes out at 7.014 eV. Its electronic energy is -102915.903 eV.

Structure (ORCA input):
```
! wB97M-V def2-TZVPD RIJCOSX def2/J DEFGRID3
* xyz -2 1
O 0.96682 -5.56766 3.57721
O 1.72074 -7.76937 3.68043
O 0.39781 5.34079 5.43153
O -3.10427 4.13987 -1.21734
O 5.73145 -1.73361 -0.03319
O -2.33369 4.46707 3.89513
O 5.98875 4.16008 -4.78752
O -2.69342 8.80925 6.77117
O 3.92577 3.36485 -4.44936
O -3.44592 -2.84545 -1.59480
O -1.18717 -2.04117 -4.12557
O 1.61405 -5.52802 -2.82121
O -0.01698 3.07667 5.19033
O -3.52561 2.83388 4.95154
O -1.08683 -0.45256 -2.53293
O -4.99516 3.58862 -2.30664
O 6.53297 -1.43447 -2.06438
O -1.72305 -1.95179 -0.50077
N -0.01173 1.57750 1.38220
N 4.20489 1.35008 -1.79804
N -0.48210 3.61493 0.94760
N -1.00927 7.34417 7.26183
N -5.88740 -0.11961 -1.85485
N 2.99683 -5.29485 0.84670
N -0.40404 -4.45820 -3.06523
C 3.06006 0.61175 -3.96037
C -6.50769 -1.53351 -1.91354
C 5.36471 1.56230 0.23403
C 0.73741 -0.74349 1.74206
C 4.35523 0.91961 -3.23030
C 4.88448 3.78709 -5.19915
C -2.49171 -4.13485 0.16217
C 5.58665 1.45436 -1.26921
C 7.44020 -3.22424 -0.84291
C -0.32913 -7.16205 4.87821
C -2.54683 -2.89457 -0.70649
C -4.66444 4.48169 3.68259
C -0.17724 0.34825 2.18952
C 0.95372 -6.78712 3.92600
C -0.17169 2.74147 1.91126
C 4.05534 0.71211 0.45965
C -5.33154 -1.42765 -3.91862
C -0.78019 5.01939 1.20974
C 0.56860 4.04181 5.71993
C -4.20822 4.41620 -1.75129
C 3.68090 -4.76823 2.05892
C 3.47042 -3.31335 2.30816
C 6.46722 -2.09826 -1.00759
C -1.15260 -5.67345 -3.27991
C 1.80111 -7.20244 0.11990
C -0.64403 0.23573 -4.79717
C 4.32475 -3.02290 3.52961
C -3.52473 3.81969 4.24488
C -0.93708 8.37074 5.11722
C -0.28232 1.66324 0.02141
C 4.45567 3.90456 -6.73332
C 0.71527 -6.09693 0.33042
C 3.30577 -0.45153 -5.04089
C 3.78120 -4.99699 -0.39433
C 1.55947 -3.13831 -2.74728
C -4.68290 5.89055 -1.69658
C -6.79281 1.07691 -1.60412
C 0.92976 -4.50443 -2.87128
C 3.62940 0.24689 -0.93899
C 2.92693 -6.81956 1.07595
C -0.50078 2.96471 -0.28351
C -1.00724 -0.88720 -3.79967
C -7.89156 1.64923 -2.45996
C -8.36968 3.04296 -1.92062
C 1.52342 -4.81943 0.68441
C 3.37987 2.58102 -1.56151
C -5.10891 -0.03427 -3.21025
C -6.68703 -1.91041 -3.39974
C -1.87517 7.01703 8.44869
C 1.70394 3.66180 6.71470
C -4.98987 -0.16897 -0.66421
C -1.61068 8.22438 6.43110
H 5.14737 3.48821 -7.46837
H 3.92698 -7.20797 0.77673
H 4.25949 -0.23978 -5.57968
H -5.77216 -2.14605 -1.37757
H -4.40507 4.73469 2.64854
H 5.36677 -2.92004 3.31081
H -0.75618 -3.52596 -3.15999
H -4.03911 0.09900 -2.96580
H -0.16471 -6.73769 5.83503
H 4.03577 -2.11792 4.09341
H -3.15972 -4.03382 1.02345
H -5.52361 3.82820 3.62436
H -1.49843 6.39676 9.26224
H -2.66363 -5.06726 -0.40635
H -6.79176 -2.99308 -3.39657
H -4.18050 6.33883 -2.56888
H 2.31723 0.28093 -3.22194
H -0.54287 -8.26867 4.88992
H -8.79629 2.80973 -0.99908
H 2.45364 -3.06100 2.48405
H 0.59423 -1.06796 0.68158
H 4.22886 -0.10202 1.09878
H -5.15816 -1.36048 -5.04283
H 4.74490 -4.90257 1.93046
H 6.00215 0.48934 -1.44901
H 8.44563 -2.93212 -1.07792
H 2.07841 -7.08860 -0.94627
H -5.59115 -0.34675 0.22362
H -1.53913 9.08991 4.56323
H -1.37919 -1.22043 -1.97245
H 0.08333 -6.36868 1.12653
H 3.11583 -5.14982 -1.26183
H 5.00163 1.61413 -3.79636
H 2.39091 2.50816 -2.03798
H 7.45868 -3.66177 0.16993
H 1.50455 -8.23719 0.39983
H -0.37685 0.79929 -0.55711
H 3.75004 -2.66339 1.40515
H 2.26108 2.89839 6.22816
H 2.69993 -7.01993 2.06158
H -4.88399 5.31307 4.40557
H 3.98508 -3.92496 -0.47543
H 7.16476 -3.96976 -1.61310
H 3.40214 3.71107 -6.91509
H -5.75885 5.92852 -1.75970
H 6.17594 0.97252 0.68458
H 4.12186 -3.85775 4.18547
H 1.50330 -3.99289 0.00223
H -4.24282 6.37796 -0.78938
H 3.41205 -1.38620 -4.60628
H -4.42916 0.73467 -0.54785
H -7.35355 0.76546 -0.66692
H -4.58235 -2.14251 -3.55397
H 5.31741 2.54426 0.58861
H 2.31341 4.53762 7.01190
H 1.19710 -4.53284 1.66905
H 6.22158 2.16442 -1.76586
H -1.66283 3.98127 4.47543
H 2.49546 -0.63496 -5.77146
H -4.23324 -0.95489 -0.84367
H 3.35502 -5.31144 2.93056
H -0.94199 7.37770 4.65316
H -7.58091 3.83601 -1.96446
H -2.26551 7.90675 8.99490
H 2.57622 0.16520 -1.13194
H 2.58763 1.47978 -4.37708
H -8.76868 1.01708 -2.52429
H 1.05880 -2.56503 -1.95768
H -5.48743 0.84860 -3.70705
H -1.27481 0.13745 2.03821
H 3.25593 1.33388 0.83789
H 0.09204 0.64112 3.23507
H 4.45502 5.03724 -6.89217
H -1.07344 5.26309 2.22912
H -0.24613 1.10968 -4.33066
H -0.46366 -6.50457 -3.52398
H -7.38206 -1.51864 -1.28482
H -1.54454 -4.18186 0.65349
H 1.79872 -0.39266 1.89873
H 0.10649 5.60972 0.94940
H -1.22423 -6.67696 4.47008
H -7.51882 1.74912 -3.50449
H -1.79715 -5.93770 -2.44182
H 0.55352 -1.49718 2.45329
H -7.55503 -1.39051 -3.84571
H 2.61607 -3.18741 -2.64935
H -9.14867 3.54296 -2.57279
H -2.75470 6.43558 8.02156
H 1.25064 3.35633 7.68933
H -0.94526 3.34144 -1.21719
H -0.53294 6.57854 6.85740
H -6.16784 1.98640 -1.44643
H 0.02160 -0.23994 -5.49486
H 0.07768 8.64163 5.32661
H -0.03552 2.99487 2.96227
H 1.37259 -2.64814 -3.66624
H 3.30680 2.73627 -0.48815
H -1.52125 5.35105 0.53425
H 4.06885 -0.67320 -1.18147
H 4.89226 0.00562 -3.03133
H -1.76373 -5.63972 -4.20053
H 3.91012 3.41193 -2.03611
H 4.77675 -5.44869 -0.41639
H 0.21938 -6.11630 -0.62811
H -1.61884 0.36393 -5.26727
*
```


No. 2
Computed, not measured: C52H120AgF12N6O20 as an isolated structure in a non-equilibrium geometry, with ωB97M-V with the def2-TZVPD basis set.

Its largest force on an atom is 5.25 eV/Å. The frontier orbital gap comes out at 3.316 eV. Its electronic energy is -142330.757 eV.

Structure (ORCA input):
```
! wB97M-V def2-TZVPD RIJCOSX def2/J DEFGRID3
* xyz 3 1
Ag -0.32886 -0.08275 1.05961
F -3.90935 8.36171 0.12066
F 1.56541 2.88012 4.43616
F -3.50834 3.73363 -0.35877
F -4.08419 7.71911 -1.99781
F -3.39416 4.61473 1.55965
F 1.20353 -4.30851 -0.83849
F -4.19355 6.37616 -0.37723
F -4.76799 3.12922 1.27010
F -0.60775 -5.33978 -0.86892
F 0.90983 3.39973 2.37950
F 0.10020 -4.32905 -2.61744
F 3.00639 3.41173 2.97537
O -3.02222 1.27515 -4.72728
O 1.93656 0.93916 1.28851
O 0.94214 0.41399 3.26313
O 0.15586 -6.67615 2.88141
O -2.07350 -2.73997 -1.39460
O -1.16251 8.37601 -0.97454
O -0.63221 -2.44110 0.34969
O 7.60266 5.57700 1.44213
O 4.62498 -2.75432 4.97486
O 3.02385 4.88608 -1.57738
O -2.48236 1.13667 0.43879
O -5.88849 -3.33239 1.57783
O -6.58363 5.21676 -4.06854
O 1.37739 -0.45893 -4.30702
O 3.54656 2.39662 -6.31749
O -1.53254 6.28297 -1.77613
O 4.56092 -2.99070 -0.39937
O -6.84515 0.65995 2.96543
O -2.68976 1.75893 2.58246
O 1.83911 -10.87252 4.95561
N -5.11982 2.73425 -3.51581
N -0.45875 -9.36040 3.49889
N 3.50322 -2.92988 2.31760
N 1.78517 -0.01843 -7.11367
N 5.30016 4.06762 0.26614
N -4.61547 -0.66319 1.69020
C 3.35929 4.43094 -2.88503
C -4.76234 -0.69013 3.22324
C 2.81076 3.85199 -0.58900
C -2.18875 2.71691 3.62302
C 0.16684 -1.49155 4.47667
C 0.17247 -5.30561 2.39025
C -1.68819 1.02874 -5.14497
C 1.16012 -0.34370 4.50071
C 6.34522 6.17136 1.20172
C 0.50225 -10.59537 5.52415
C -0.34334 4.39705 -2.64516
C -7.47540 1.89960 3.28963
C -0.57873 5.32051 -1.40854
C -4.02317 -2.68054 -2.82796
C 2.69039 -2.40210 1.12474
C -4.40424 1.59973 -2.67991
C 0.99060 0.20294 -3.10234
C -5.15729 5.15943 -4.21657
C -4.59149 4.13218 -3.29208
C 1.47826 1.48574 -7.05667
C -4.91738 -2.87537 0.53962
C -1.96362 7.23889 -0.77489
C 2.72313 2.30675 -7.48410
C 1.99260 1.24628 2.70355
C 1.85592 2.72477 3.10647
C -3.07568 1.26780 -3.31660
C 4.10977 3.10379 -0.09739
C -0.03242 -4.25875 -1.28410
C -0.59423 -10.65705 4.40742
C -6.68458 -4.36682 1.13771
C -3.94017 -1.84173 1.05702
C 2.88509 -10.91741 5.95334
C 5.17800 5.12258 1.33791
C -2.25401 1.79208 4.83732
C -2.49981 2.31463 1.22806
C 3.56634 -2.08037 -0.14202
C -0.70480 -2.88674 -1.02092
C -3.56382 7.44576 -0.79913
C 2.66881 -0.14661 -4.74546
C -3.54761 3.45675 0.92503
C -2.49546 -2.86540 -2.77647
C -5.59499 0.57264 3.70241
C 0.77581 -7.66523 2.13097
C 8.63425 6.52896 1.74479
C 5.44199 -2.34613 3.91210
C 5.29819 -2.86805 -1.67516
C -7.08978 6.15335 -4.98031
C 5.37957 -3.15524 6.13504
C 2.93483 -0.57178 -6.16204
C 0.89662 -8.89866 2.97858
C 4.49862 -1.86908 2.81818
C 4.80934 2.87998 -6.59618
H 6.12789 -3.16121 3.68128
H 4.82689 3.85800 -7.07709
H -2.75733 0.28146 -2.97913
H -1.54624 2.82742 1.10212
H 6.14753 6.94306 1.94569
H -8.16074 5.98147 -4.87256
H -1.14376 -9.52149 2.77439
H 0.68026 1.67115 -7.77564
H -1.28981 0.09984 -4.73686
H 2.82832 0.90799 -4.52083
H -5.07718 1.52732 3.60991
H -5.35647 -2.37509 -0.32353
H 1.08756 -5.00392 1.88066
H 5.98967 3.41660 0.61378
H 2.82674 -10.09077 6.66140
H 2.89745 -2.21254 -0.99244
H -1.70946 0.86476 4.65948
H -7.14473 -4.20364 0.16317
H 3.26199 5.17860 -3.67219
H 0.35071 4.83867 -3.36026
H 1.90055 -0.23938 -8.09243
H 4.53499 -2.86972 -2.45337
H 2.93285 0.89093 3.12518
H -4.37576 -2.26548 -3.77216
H -7.74518 1.90497 4.34571
H 4.43961 4.28607 -2.88151
H 0.93454 0.36914 5.29386
H 3.83646 -10.85500 5.42504
H -5.94339 0.44088 4.72679
H -4.78958 4.96931 -5.22491
H 5.26893 2.19066 -7.30450
H 2.39505 3.32793 -7.67815
H -5.06805 0.73585 -2.71440
H -0.91522 -8.59090 3.96752
H 2.91099 3.46986 -3.13695
H -8.43539 1.85954 2.77494
H -1.26513 4.17167 -3.18145
H -2.78390 3.60354 3.84163
H -3.80985 -0.68540 3.75317
H 5.24745 4.57644 2.27866
H 5.56813 -2.25804 6.72460
H -1.13506 1.92058 -4.85044
H 0.35838 5.85292 -1.24593
H -3.51842 3.99985 -3.43031
H -3.30781 -2.37151 1.76945
H -3.27273 1.49714 5.08898
H 5.63611 4.47296 -0.59579
H 0.19004 -2.05229 5.41109
H -1.72500 2.14916 5.72091
H -2.43267 2.02953 -2.87569
H -4.00620 0.12550 1.52629
H -2.17249 -3.77259 -3.28716
H -6.82451 5.97236 -6.02193
H 2.20345 -0.64051 4.60786
H -0.43409 -11.58243 3.85414
H -1.78726 6.82850 0.21938
H -5.47706 -0.44433 1.21077
H 4.76855 -3.88215 6.67015
H 5.91480 -3.73841 -1.89958
H 3.97781 -0.92327 2.96750
H -4.79635 6.15229 -3.94815
H -0.19516 -2.17695 -1.67251
H -4.34601 -1.93009 -2.10637
H -4.43438 1.82930 -1.61479
H 2.24117 3.05292 -1.06352
H 1.89881 -3.12628 0.93224
H -6.11064 2.70882 -3.32156
H 3.00166 -1.65598 -6.25224
H -1.23357 3.20072 3.41893
H 1.74653 -7.36749 1.73452
H -6.80563 7.17987 -4.74877
H 2.14570 -1.52407 1.47184
H -5.26433 -1.63596 3.42701
H 8.26184 7.23596 2.48610
H 3.80664 -0.02498 -6.52127
H 1.53594 -8.70888 3.84076
H -4.36583 -3.73820 0.16623
H -7.46447 -4.65029 1.84447
H 0.25406 -2.19461 3.64830
H -0.64881 -5.20112 1.68125
H 3.17851 1.94949 -8.40774
H 1.32258 -9.75676 2.45865
H 4.23616 5.60915 1.08438
H 2.91941 -11.87969 6.46416
H 6.36890 6.64143 0.21857
H -6.96477 2.81133 2.97959
H 1.75881 0.16491 -2.33000
H -3.24252 -1.47751 0.30288
H 3.91695 -3.84399 2.20210
H -4.48701 -3.66267 -2.73645
H 0.05340 -0.13633 -2.66115
H 3.87490 2.49760 0.77752
H 0.71525 1.25014 -3.22742
H 0.04595 -11.36781 6.14319
H 3.05373 -3.15772 3.19290
H 3.37854 -0.62357 -4.06953
H 0.01941 -4.52913 3.13976
H 2.35246 4.35415 0.26299
H 5.40041 2.82841 -5.68182
H 1.08942 1.71326 -6.06413
H -1.60230 -10.69354 4.82041
H 4.03737 -1.09891 -0.08758
H 6.30958 -3.69425 5.95433
H 1.00243 -0.62102 -6.90320
H 5.78339 -1.90294 -1.82091
H -0.84800 -1.10424 4.38626
H 4.46475 2.42277 -0.87089
H 9.52937 6.05036 2.14203
H -6.15148 -5.30838 1.00585
H -4.74593 4.33562 -2.23242
H -5.19528 2.41366 -4.47060
H -2.13049 -2.11025 -3.47263
H 0.09298 3.41224 -2.47818
H 0.40862 -9.71596 6.16131
H 0.21089 -7.93050 1.23732
H -0.75871 4.72176 -0.51567
H 8.94000 7.13466 0.89171
H 5.99941 -1.46445 4.22836
H -1.61833 0.90770 -6.22597
H 5.18448 -1.68721 1.99075
*
```


Question: Number 1 is which compound?
Answer: C52H105N7O18


Question: Among the records above, which one has the lowest electronic energy?
Answer: C52H120AgF12N6O20


Question: Look up the frontier orbital gap of the second one.
Answer: 3.316 eV


Question: Among the records above, which one has the highest frontier orbital gap?
Answer: C52H105N7O18